The ion C2H6NOS with charge +1 in a non-equilibrium geometry. Source: OMol25; level of theory: ωB97M-V/def2-TZVPD.

Output
HOMO energy = -0.5577 Ha
net charge = +1
total energy = -607.632083 Eh

Last column: Mulliken charge in e.
Atoms and positions in Å:
1 C 0.500 0.649 0.620  0.163
2 C -0.333 -0.367 -1.354  -0.796
3 N -0.134 -0.307 0.042  0.221
4 O -0.559 -1.525 0.775  -0.393
5 S 0.895 0.841 2.244  -0.082
6 H 0.606 1.471 -0.092  0.265
7 H -1.360 -0.591 -1.514  0.307
8 H 0.271 -1.033 -1.856  0.353
9 H -0.025 0.559 -1.786  0.335
10 H -1.513 -1.713 0.673  0.382
11 H 1.651 2.014 2.248  0.246

---

A cluster of 8 separate species, C36H79F10N2O15PS in total in a non-equilibrium geometry. Source: OMol25; level of theory: ωB97M-V/def2-TZVPD.

Output
HOMO energy = -0.3043 Ha
structure (SMILES) = C=C[C@H](S)O[C@](CCCF)(CNC)[C@](COCOCCO)(O[C@@](CC)(CN)P(=O)(O)O)C(F)(F)C(F)(F)C(F)(F)C(F)(F)F.CCO.CCO.CCO.CCO.CCO.CCO.CCO
total energy = -4394.746748 Eh

Last column: Mulliken charge in e.
Atoms and positions in Å:
1 C -2.565 -2.225 -3.049  -0.772
2 C -2.295 -2.621 -1.609  -0.311
3 C -0.710 -2.660 -1.070  0.624
4 S -0.296 -4.316 -0.202  -0.311
5 O -0.158 -1.490 -0.553  -0.392
6 C -0.416 -0.864 0.686  0.710
7 C -0.788 -1.727 2.001  -0.011
8 C -2.162 -2.558 2.097  -0.011
9 C -1.935 -3.961 2.978  -0.045
10 F -3.280 -4.276 3.559  -0.372
11 C -1.741 0.124 0.421  -0.555
12 N -1.759 0.801 -0.942  0.266
13 C -2.847 1.845 -1.051  -0.750
14 C 1.006 0.047 0.896  0.036
15 C 0.708 1.452 1.765  -1.280
16 O 0.232 1.349 3.097  -0.343
17 C -0.865 2.248 3.471  0.231
18 O -0.802 2.733 4.856  -0.371
19 C -1.751 2.062 5.750  -0.170
20 C -3.334 2.454 5.523  -0.165
21 O -3.582 3.879 5.256  -0.514
22 O 1.130 0.648 -0.375  0.438
23 C 2.002 0.642 -1.405  0.768
24 C 3.207 1.794 -1.238  -0.089
25 C 4.578 1.457 -2.051  -0.818
26 C 2.461 -0.694 -2.220  -0.773
27 N 3.524 -1.559 -1.636  -0.258
28 P 0.945 1.515 -2.837  0.758
29 O -0.036 0.495 -3.537  -0.721
30 O 2.002 2.172 -4.082  -0.544
31 O 0.154 2.899 -2.101  -0.602
32 C 2.239 -0.828 1.506  0.635
33 F 2.247 -2.250 0.990  -0.300
34 F 3.582 -0.282 1.049  -0.391
35 C 2.516 -0.904 3.087  0.477
36 F 3.144 0.414 3.485  -0.360
37 F 1.425 -1.137 4.032  -0.258
38 C 3.634 -2.032 3.576  0.702
39 F 4.653 -2.430 2.614  -0.245
40 F 2.819 -3.268 3.883  -0.293
41 C 4.427 -1.580 4.950  0.584
42 F 5.047 -2.854 5.478  -0.264
43 F 3.561 -1.077 6.036  -0.204
44 F 5.603 -0.679 4.675  -0.227
45 H -3.638 -1.866 -3.351  0.260
46 H -1.625 -2.258 -3.775  0.174
47 H -3.225 -2.938 -0.984  0.255
48 H -0.137 -2.845 -2.114  0.300
49 H -1.468 -5.055 0.022  0.157
50 H -0.850 -0.964 2.919  0.038
51 H 0.086 -2.478 2.317  0.326
52 H -2.690 -2.878 1.116  -0.242
53 H -2.961 -1.943 2.736  0.308
54 H -1.617 -4.870 2.308  0.107
55 H -1.172 -3.802 3.853  0.219
56 H -2.737 -0.538 0.368  0.442
57 H -1.942 0.881 1.286  -0.536
58 H -1.877 0.125 -1.725  0.013
59 H -2.515 2.790 -1.700  0.165
60 H -3.822 1.396 -1.567  0.251
61 H -3.195 2.260 -0.014  0.248
62 H -0.002 2.181 1.141  0.396
63 H 1.764 2.011 1.771  0.212
64 H -0.990 3.198 2.790  0.150
65 H -1.865 1.615 3.330  -0.021
66 H -1.494 2.453 6.850  0.332
67 H -1.602 0.893 5.804  0.217
68 H -4.041 2.024 6.378  0.098
69 H -3.666 1.872 4.535  0.194
70 H -3.609 3.939 4.238  0.318
71 H 3.474 1.989 -0.091  0.182
72 H 2.847 2.866 -1.623  0.344
73 H 5.328 2.374 -1.937  0.401
74 H 5.108 0.551 -1.496  0.183
75 H 4.429 1.234 -3.206  0.018
76 H 1.545 -1.407 -2.500  -0.232
77 H 2.848 -0.324 -3.289  -0.028
78 H 3.242 -2.558 -1.876  0.301
79 H 4.400 -1.415 -2.204  0.267
80 H 2.521 1.430 -4.539  0.337
81 H -0.027 3.623 -2.771  0.335
82 C -7.116 1.978 7.926  -0.771
83 C -7.481 1.722 6.479  -0.010
84 O -7.684 0.333 6.268  -0.545
85 H -6.207 1.430 8.196  0.268
86 H -6.951 3.044 8.104  -0.024
87 H -7.909 1.627 8.594  0.444
88 H -6.676 2.054 5.816  0.149
89 H -8.396 2.256 6.205  0.182
90 H -8.406 0.049 6.854  0.315
91 C 4.973 -3.456 -5.267  -0.831
92 C 4.690 -2.295 -6.197  0.127
93 O 4.603 -1.088 -5.454  -0.434
94 H 4.184 -3.546 -4.513  0.233
95 H 5.038 -4.395 -5.824  0.037
96 H 5.912 -3.300 -4.727  0.387
97 H 3.739 -2.444 -6.718  0.104
98 H 5.481 -2.190 -6.946  0.184
99 H 5.455 -0.960 -5.002  0.188
100 C 3.268 -2.556 -11.173  -1.230
101 C 3.858 -2.503 -9.779  -0.149
102 O 4.019 -3.819 -9.270  -0.412
103 H 2.299 -3.065 -11.162  0.301
104 H 3.134 -1.549 -11.578  0.354
105 H 3.918 -3.124 -11.847  0.353
106 H 3.195 -1.954 -9.104  0.288
107 H 4.834 -2.007 -9.784  0.284
108 H 4.615 -4.296 -9.872  0.235
109 C 9.300 1.267 -6.114  -1.071
110 C 8.775 -0.149 -5.995  -0.320
111 O 7.485 -0.140 -5.402  -0.445
112 H 9.353 1.741 -5.128  0.267
113 H 10.296 1.277 -6.565  0.355
114 H 8.629 1.879 -6.725  0.350
115 H 9.436 -0.751 -5.366  0.294
116 H 8.706 -0.625 -6.978  0.271
117 H 6.903 0.391 -5.973  0.261
118 C -9.173 5.453 5.619  -0.764
119 C -9.538 5.197 4.171  -0.321
120 O -9.741 3.808 3.960  -0.512
121 H -8.264 4.905 5.888  0.085
122 H -9.008 6.519 5.797  0.352
123 H -9.966 5.102 6.286  0.310
124 H -8.733 5.529 3.509  0.285
125 H -10.453 5.731 3.897  0.263
126 H -10.463 3.524 4.547  0.293
127 C 3.818 -6.936 -6.399  -0.719
128 C 2.392 -6.943 -6.911  -0.251
129 O 2.078 -5.684 -7.487  -0.464
130 H 3.954 -6.147 -5.652  0.002
131 H 4.075 -7.898 -5.947  0.374
132 H 4.521 -6.729 -7.212  0.288
133 H 1.692 -7.128 -6.091  0.303
134 H 2.251 -7.720 -7.668  0.245
135 H 2.700 -5.532 -8.219  0.243
136 C -5.071 6.950 9.295  -1.036
137 C -6.367 6.170 9.214  -0.252
138 O -6.678 5.886 7.858  -0.393
139 H -5.149 7.886 8.734  0.261
140 H -4.819 7.181 10.335  0.342
141 H -4.248 6.380 8.852  0.316
142 H -7.191 6.752 9.639  0.304
143 H -6.292 5.226 9.762  0.240
144 H -5.944 5.363 7.492  0.222

---

A structure of composition C25H46BaN3O4SSbSi3 in a non-equilibrium geometry. Source: OMol25; level of theory: ωB97M-V/def2-TZVPD.

Output
HOMO energy = -0.4586 Ha
net charge = +2
total energy = -2977.557570 Eh

Last column: Mulliken charge in e.
Atoms and positions in Å:
1 Ba 0.978 -1.084 1.424  1.585
2 C 2.821 -0.602 -1.267  -0.207
3 C 3.784 -1.294 -0.507  -0.513
4 C 4.323 -0.702 0.630  -0.425
5 C 3.897 0.600 1.031  -0.812
6 C 2.984 1.307 0.234  -0.290
7 C 2.432 0.679 -0.888  0.422
8 H 2.353 -1.091 -2.106  0.379
9 H 4.088 -2.275 -0.821  0.514
10 H 5.073 -1.235 1.234  0.387
11 H 4.361 1.006 1.948  0.349
12 H 2.661 2.282 0.512  0.376
13 H 1.722 1.175 -1.481  -0.190
14 O 2.708 -2.192 6.055  -0.437
15 C 2.283 -2.252 4.796  0.369
16 O 2.732 -1.609 3.845  -0.437
17 C 1.162 -3.219 4.762  0.177
18 C 1.021 -4.192 5.693  -0.238
19 C 0.052 -5.153 5.595  -1.025
20 C -0.814 -4.920 4.562  -0.523
21 C -0.669 -3.906 3.691  0.883
22 N 0.347 -3.053 3.743  0.104
23 C -1.558 -3.637 2.535  0.247
24 O -2.772 -4.134 2.594  -0.396
25 O -1.182 -2.828 1.701  -0.449
26 H 3.409 -1.489 6.193  0.403
27 H 1.753 -4.244 6.517  0.454
28 H -0.140 -5.957 6.320  0.447
29 H -1.637 -5.623 4.447  0.194
30 H -2.808 -4.866 3.248  0.326
31 C 2.164 -6.487 -1.334  -0.860
32 N 0.923 -5.913 -1.904  -0.134
33 C 0.438 -4.689 -1.653  0.110
34 S 1.527 -3.481 -1.039  -0.224
35 N -0.830 -4.413 -1.997  -0.095
36 C -1.977 -5.329 -2.216  -1.078
37 H 2.263 -7.476 -1.768  0.361
38 H 2.089 -6.578 -0.255  0.266
39 H 3.049 -5.882 -1.590  0.266
40 H 0.303 -6.509 -2.436  0.297
41 H -1.015 -3.451 -2.058  0.121
42 H -1.889 -6.179 -1.512  0.362
43 H -2.030 -5.707 -3.228  0.367
44 H -2.900 -4.798 -2.072  0.345
45 C -3.877 4.196 -1.172  -1.342
46 Si -2.703 3.577 0.169  0.853
47 C -3.785 2.311 1.045  -1.205
48 C -2.363 4.937 1.466  -1.127
49 Sb -0.449 2.571 -0.254  -0.896
50 Si 0.658 4.743 -0.937  0.614
51 C 1.944 4.545 -2.348  -1.093
52 C 1.402 5.648 0.560  -1.077
53 C -0.585 5.878 -1.752  -1.229
54 Si -0.954 1.720 -2.536  1.041
55 C -1.928 0.088 -2.232  -1.111
56 C -1.901 3.033 -3.487  -0.581
57 C 0.399 1.160 -3.728  -1.225
58 H -4.583 4.707 -0.538  0.463
59 H -4.410 3.339 -1.575  0.351
60 H -3.593 4.877 -1.969  0.491
61 H -4.763 2.798 1.088  0.344
62 H -3.464 2.250 2.107  0.301
63 H -3.761 1.326 0.599  0.282
64 H -3.299 5.440 1.718  0.412
65 H -1.694 5.733 1.087  0.241
66 H -1.995 4.501 2.403  0.328
67 H 2.888 4.008 -2.140  0.322
68 H 2.234 5.598 -2.737  0.355
69 H 1.492 4.075 -3.217  0.280
70 H 2.480 5.493 0.836  0.363
71 H 0.769 5.470 1.475  0.285
72 H 1.161 6.666 0.249  0.375
73 H -1.054 5.355 -2.570  0.284
74 H 0.047 6.666 -2.066  0.500
75 H -1.311 6.208 -1.053  0.311
76 H -2.865 0.348 -1.786  0.393
77 H -1.378 -0.598 -1.560  0.043
78 H -1.976 -0.358 -3.177  0.452
79 H -2.633 2.562 -4.092  0.489
80 H -1.224 3.559 -4.136  0.449
81 H -2.376 3.769 -2.827  -0.534
82 H 1.077 0.444 -3.319  0.255
83 H 0.952 2.012 -4.125  0.337
84 H -0.060 0.743 -4.648  0.431

---

Lowest unoccupied orbital energy: -4.8; 0.3; -5.9 (eV)